No. 1
# C26H16NO6S5W

C26H16NO6S5W as an isolated structure (ωB97M-V/def2-TZVPD, the Open Molecules 2025 dataset).

```
55
Properties=species:S:1:pos:R:3:forces:R:3:nbo_charge:R:1
W -0.4981 0.0992 1.5028 -0.1 0.3 -0.2 1.293
O -0.4644 -6.2993 0.9260 0.0 0.0 0.0 -0.653
C -0.5137 -4.9482 1.0165 0.0 0.0 0.0 0.345
C -1.0110 -4.2852 2.1288 0.1 0.1 -0.1 -0.305
C -0.9854 -2.9088 2.1056 0.0 0.1 0.2 0.141
N -0.5575 -2.1735 1.0765 -0.1 -0.2 -0.1 -0.489
C -0.0635 -2.8212 0.0079 0.0 -0.2 0.1 0.271
C -0.0205 -4.2032 -0.0440 0.0 0.0 0.0 -0.263
C 2.1856 -1.2056 0.7320 -0.1 -0.1 0.0 0.783
O 3.1351 -1.9257 0.9757 0.0 0.0 0.0 -0.634
O 1.5451 -0.5069 1.6009 0.0 0.1 0.1 -0.756
C -1.3304 -2.1076 3.3421 0.1 -0.1 -0.2 0.777
O -1.8263 -2.6302 4.3116 0.0 0.1 0.0 -0.596
O -0.9723 -0.8644 3.2176 0.1 0.2 -0.1 -0.691
H -0.8040 -6.6831 1.7414 0.0 0.0 0.0 0.483
H -1.3720 -4.7847 3.0183 0.0 0.0 0.0 0.244
H 0.4178 -4.6946 -0.9005 0.0 0.0 0.0 0.237
S -0.4722 2.1361 2.6373 0.1 -0.2 -0.1 -0.050
C -2.0312 2.9270 2.3391 -0.1 0.0 0.0 -0.079
C -2.2747 4.2012 2.8418 0.0 0.0 0.0 -0.252
C -3.4885 4.8302 2.6092 0.0 0.0 0.0 -0.233
C -4.4705 4.1845 1.8666 0.0 0.0 0.0 -0.237
C -4.2316 2.9133 1.3671 0.0 0.0 0.0 -0.210
C -3.0164 2.2768 1.6008 0.0 0.0 0.1 -0.221
S -2.7195 0.6419 0.9871 0.3 -0.1 -0.1 -0.077
H -1.5045 4.6989 3.4198 0.0 0.0 0.0 0.209
H -3.6656 5.8214 3.0088 0.0 0.0 0.0 0.200
H -5.4211 4.6686 1.6775 0.0 0.0 0.0 0.199
H -4.9906 2.3997 0.7881 0.0 0.0 0.0 0.208
O 0.1648 0.6269 -0.2274 -0.2 0.1 0.3 -0.740
C 1.2802 0.3995 -1.0536 0.0 -0.1 0.1 0.168
C 2.3896 1.3856 -0.7196 0.0 -0.1 0.1 -0.134
C 2.3664 2.3187 0.2709 -0.1 0.0 -0.1 -0.262
C 3.5398 3.1186 0.3093 0.0 0.0 -0.1 -0.250
C 4.4293 2.7844 -0.6623 0.0 0.0 0.1 -0.437
S 3.8660 1.4782 -1.6082 0.0 0.0 0.0 0.433
C 1.6925 -1.0920 -0.7673 0.0 0.1 0.0 -0.233
C 0.4355 -1.9693 -1.1230 0.0 0.1 0.0 -0.338
C 0.7301 -2.7281 -2.3834 0.1 0.0 0.0 -0.237
C 1.9768 -2.6339 -2.8217 -0.1 0.0 0.0 -0.345
S 3.0583 -1.6888 -1.8370 0.0 0.0 0.0 0.316
C 0.7765 0.6339 -2.4724 0.1 0.0 0.0 -0.219
C 1.4115 0.5961 -3.6809 0.0 0.0 0.1 -0.264
C 0.5543 0.9339 -4.7607 0.0 0.0 0.0 -0.263
C -0.7088 1.2309 -4.3429 0.0 -0.1 -0.1 -0.449
S -0.8685 1.0953 -2.6511 0.0 0.1 0.0 0.521
H 1.5307 2.4393 0.9414 0.0 0.0 0.0 0.254
H 3.7048 3.9077 1.0286 0.0 0.0 0.0 0.218
H 5.3965 3.2192 -0.8582 0.0 0.0 0.0 0.227
H -0.3836 -1.2730 -1.3246 0.0 0.0 0.0 0.270
H -0.0443 -3.2828 -2.8973 0.0 0.0 0.0 0.218
H 2.3531 -3.0978 -3.7233 0.0 0.0 0.0 0.226
H 2.4549 0.3474 -3.7958 0.0 0.0 0.0 0.233
H 0.8667 0.9638 -5.7952 0.0 0.0 0.0 0.212
H -1.5513 1.5295 -4.9465 0.0 0.0 0.0 0.228
```
Forces are in eV/Å.

Values from the calculation:
LUMO (alpha / beta)   2.26 / 2.26 eV
Energy relative to the best compared isomer or geometry (same formula, charge and spin)   0.0 kcal/mol
Net charge   -1
Gap between HOMO and LUMO (alpha / beta)   6.727 / 6.725 eV



No. 2
# C26H17Cl2F5NO2S3Se2Y

C26H17Cl2F5NO2S3Se2Y as an isolated structure (ωB97M-V/def2-TZVPD, the Open Molecules 2025 dataset).

```
59
Properties=species:S:1:pos:R:3:forces:R:3:nbo_charge:R:1
Y 0.1894 -0.3787 -0.6196 0.1 0.2 -0.2 1.325
Cl 1.4413 2.0669 0.4105 0.0 0.1 -0.1 0.106
C 0.8951 3.4615 -0.4908 0.1 -0.1 0.1 -0.102
C 1.0606 4.6888 0.1250 -0.1 0.0 -0.1 -0.225
C 0.6494 5.8460 -0.5210 0.0 0.0 0.1 -0.260
C 0.0790 5.7392 -1.7786 0.0 0.0 0.0 -0.240
C -0.0728 4.4963 -2.3646 -0.1 0.0 -0.2 -0.092
Cl -0.8010 4.4676 -3.9517 0.0 0.0 0.0 -0.024
C 0.3193 3.2846 -1.7641 0.1 0.0 0.1 -0.086
S 0.1158 1.7557 -2.5460 -0.1 -0.1 0.1 -0.334
H 1.5103 4.7203 1.1075 0.0 0.0 0.0 0.214
H 0.7721 6.8128 -0.0511 0.0 0.0 0.0 0.199
H -0.2568 6.6133 -2.3188 0.0 0.0 0.0 0.211
O -1.4426 0.9235 0.8750 0.1 -0.4 -0.3 -0.995
S -1.9543 -0.2662 1.6633 0.4 0.1 -0.2 1.326
C -1.7358 0.2184 3.3667 -0.1 0.2 0.0 -0.126
C -1.5609 1.5593 3.6666 0.0 -0.1 0.0 -0.213
C -1.3512 1.9282 4.9859 0.0 0.0 0.0 -0.215
C -1.3104 0.9615 5.9817 0.0 0.0 0.1 -0.222
C -1.4702 -0.3776 5.6611 0.0 -0.1 0.0 -0.204
C -1.6750 -0.7572 4.3435 0.0 0.0 0.0 -0.221
C -3.7277 -0.1367 1.5076 -0.1 0.1 0.2 -0.167
C -4.4891 -1.2212 1.9133 -0.1 0.1 0.0 -0.222
C -5.8619 -1.1869 1.7285 0.0 -0.1 0.0 -0.211
C -6.4502 -0.0877 1.1205 -0.1 0.0 0.0 -0.213
C -5.6697 0.9745 0.6899 0.0 0.0 0.0 -0.187
C -4.2971 0.9563 0.8805 0.0 0.0 0.0 -0.225
H -1.5558 2.2789 2.8597 0.0 0.0 0.0 0.243
H -1.2032 2.9721 5.2328 0.0 0.0 0.0 0.203
H -1.1284 1.2509 7.0098 0.0 0.0 0.0 0.198
H -1.4038 -1.1348 6.4321 0.0 0.0 0.0 0.201
H -1.7453 -1.8020 4.0715 0.0 0.0 0.0 0.227
H -4.0079 -2.0948 2.3355 0.0 0.0 0.0 0.217
H -6.4649 -2.0358 2.0262 0.0 0.0 0.0 0.202
H -7.5186 -0.0767 0.9468 0.0 0.0 0.0 0.199
H -6.1259 1.8108 0.1761 0.0 0.0 0.0 0.205
H -3.6548 1.7460 0.5157 0.0 0.0 0.0 0.250
F 5.0411 -1.0677 -6.0722 0.0 0.0 0.0 -0.312
C 4.0803 -1.4579 -5.2132 -0.1 0.0 0.1 0.221
C 3.3993 -2.6460 -5.4146 0.0 0.1 0.0 0.253
F 3.7047 -3.4109 -6.4805 0.0 0.0 0.0 -0.313
C 2.4181 -3.0453 -4.5249 0.0 0.0 0.0 0.300
F 1.8099 -4.2156 -4.7814 0.0 0.0 0.0 -0.309
C 2.0662 -2.2996 -3.4033 -0.1 0.0 0.3 -0.262
Se 0.7610 -2.8714 -2.1303 0.2 0.2 -0.4 -0.255
C 2.7772 -1.1116 -3.2410 0.0 0.0 0.0 0.280
F 2.5313 -0.3195 -2.1769 0.0 -0.1 0.1 -0.285
C 3.7615 -0.6818 -4.1098 0.0 -0.1 -0.1 0.313
F 4.4219 0.4634 -3.8909 0.0 0.0 0.0 -0.307
Se 1.2623 -1.1173 1.6510 0.1 -0.1 0.3 -1.220
S -4.4959 -1.5893 -2.2989 0.2 0.0 0.1 -0.353
C -3.0008 -1.1752 -1.7654 -0.3 0.0 -0.1 0.226
N -1.9462 -0.8627 -1.3725 -0.3 -0.2 0.0 -0.719
C -1.4664 -4.4832 0.6334 0.1 -0.2 0.1 -0.233
O -0.9530 -3.1871 0.5757 -0.2 0.4 -0.2 -0.765
H -1.8531 -4.7413 1.6317 0.0 0.0 0.0 0.133
H -0.7296 -5.2444 0.3469 0.0 0.0 0.0 0.156
H -2.2955 -4.5293 -0.0748 0.0 0.0 0.0 0.182
H -0.1453 -3.0020 1.1011 0.0 -0.1 0.1 0.524
```
Forces are in eV/Å.

Values from the calculation:
LUMO   4.15 eV
Net charge   -2
Gap between HOMO and LUMO   5.444 eV



Q: Which DFT total energy values were calculated for the entries above? A: -97004.9255, -235701.6436, in eV.